# 1
ORCA calculation (the ωB97M-V functional and the def2-TZVPD basis) on C37H37N3O7PS5SiV as an isolated structure in a non-equilibrium geometry.

Each line ends with the Mulliken charge.
Element x y z (Å)
V1 0.14926 0.12792 0.33703  1.2591
S1 7.47529 -1.44436 0.60068  -0.1612
C1 7.47466 -3.15919 0.79707  -0.2787
C2 6.21539 -3.68049 0.96844  -0.8067
C3 5.22833 -2.72444 0.89540  -0.0089
C4 5.72122 -1.45482 0.64084  -0.1323
C5 4.82788 -0.30820 0.51584  0.7545
C6 3.46654 -0.56301 0.14835  -1.3171
N1 2.51115 0.36173 0.04234  0.6321
C7 2.89525 1.65409 0.29970  -0.1837
C8 4.21016 1.96549 0.70845  1.2110
C9 4.47875 3.33292 0.97847  -1.1432
C10 3.51463 4.30153 0.80069  -1.0790
C11 2.18628 3.99358 0.42067  1.1607
C12 1.22244 5.02275 0.29474  -1.0616
C13 -0.04915 4.63055 -0.13215  1.1035
C14 -0.30382 3.23924 -0.31941  -1.0164
N2 0.56825 2.24289 -0.10157  0.7446
C15 1.84282 2.62394 0.19505  -0.7945
C16 -1.13901 5.58056 -0.32980  0.0375
C17 -2.47064 5.16400 -0.43920  -0.0208
C18 -3.35485 6.24845 -0.61695  -0.6982
C19 -2.74444 7.47766 -0.53621  -0.3155
S2 -1.01837 7.35552 -0.35370  -0.1646
C20 5.18319 0.97443 0.85736  -1.0297
H1 8.43918 -3.66124 0.76171  0.4159
H2 6.03139 -4.73832 1.24203  0.3549
H3 4.15884 -2.91078 1.07484  0.1273
H4 3.16762 -1.59612 -0.06249  1.2148
H5 5.46215 3.66917 1.32570  0.3671
H6 3.82583 5.32957 0.96668  0.4031
H7 1.48710 6.06650 0.51525  0.3790
H8 -1.26059 2.89904 -0.65708  0.5057
H9 -2.79204 4.10254 -0.42223  0.1103
H10 -4.43033 6.14060 -0.77142  0.3499
H11 -3.18842 8.47140 -0.57088  0.4172
H12 6.19406 1.18487 1.20212  0.4617
C21 -1.67086 -2.97892 -6.29365  -1.2159
Si1 -1.95888 -3.01613 -4.38552  0.3179
C22 -1.42684 -4.78041 -3.75986  -1.0573
C23 -3.75965 -2.63573 -3.92798  -1.0799
C24 -0.79803 -1.60773 -3.72067  0.1862
C25 0.00019 -0.91386 -4.63947  0.1212
C26 0.94896 0.00973 -4.16475  -1.2966
C27 1.02745 0.24582 -2.81452  -0.2869
N3 0.20331 -0.34753 -1.90226  0.1342
C28 -0.64194 -1.34030 -2.31990  0.0514
S3 -1.50448 -2.35226 -1.21119  -0.5285
H13 -2.19494 -3.86051 -6.69336  0.3057
H14 -0.62771 -3.04175 -6.56788  0.3466
H15 -2.08428 -2.06297 -6.76540  0.2955
H16 -1.64917 -5.46345 -4.57196  0.3671
H17 -1.93136 -5.08901 -2.82933  0.2671
H18 -0.34607 -4.75054 -3.59320  0.3112
H19 -4.41050 -3.15140 -4.60571  0.4161
H20 -4.01325 -1.59021 -3.89850  0.2888
H21 -3.98210 -3.02821 -2.94504  0.2884
H22 -0.14421 -1.03909 -5.72739  0.2872
H23 1.61256 0.54184 -4.84280  0.3625
H24 1.71492 0.95239 -2.35767  0.2956
O1 1.75485 -3.76297 2.10032  -0.8038
S4 1.58199 -2.31939 2.21459  1.6418
O2 2.72396 -1.55896 2.69356  -0.6082
O3 0.92147 -1.73726 1.00678  -0.4700
C29 0.33369 -2.23164 3.60254  -0.1274
C30 0.06366 -3.52253 4.08028  -0.4538
C31 -0.79459 -3.71379 5.17291  -0.5770
C32 -1.34354 -2.62004 5.81809  -0.5350
C33 -1.14333 -1.35382 5.29048  -1.0424
C34 -0.39141 -1.18943 4.11637  0.2414
S5 -0.43173 0.59219 3.69523  1.0717
O4 -1.89388 0.82721 3.75113  -0.7412
O5 0.36770 1.25472 4.71151  -0.7263
O6 0.20778 0.67797 2.33334  -0.3346
H25 0.50487 -4.38410 3.57078  0.4969
H26 -1.01063 -4.75403 5.51851  0.3015
H27 -1.90821 -2.69872 6.74802  0.3580
H28 -1.48964 -0.41556 5.77185  0.3773
C35 -4.50966 0.34629 -0.83872  -0.9158
P1 -3.51221 0.53536 0.63292  1.2769
C36 -4.07768 1.90670 1.63021  -1.4249
C37 -3.69870 -0.93761 1.64132  -1.0802
O7 -1.97445 0.66908 0.25200  -0.7007
H29 -5.52852 0.12692 -0.52396  0.4570
H30 -4.10452 -0.45493 -1.43614  -0.0397
H31 -4.47303 1.29931 -1.37218  0.3516
H32 -4.54118 2.69847 1.03561  0.4337
H33 -3.21111 2.29556 2.18768  0.3000
H34 -4.85563 1.54280 2.31566  0.4358
H35 -4.69531 -1.35101 1.61611  0.4732
H36 -3.41122 -0.69258 2.67337  0.2528
H37 -3.00894 -1.69387 1.25145  0.1361

Cartesian forces (eV/Å) of the 6 atoms listed first:
0.2 -0.2 -1.1
-1.4 -0.6 -0.3
0.4 0.0 0.1
1.6 -1.7 0.5
-1.1 1.6 -0.2
-0.3 -0.7 0.3

Properties
- Highest occupied orbital energy (alpha / beta): -0.1455 / -0.1537 Eh
- Lowest unoccupied orbital energy (alpha / beta): 0.0472 / 0.0463 Eh
- Gap between HOMO and LUMO (alpha / beta): 5.244 / 5.444 eV
- Charge: -1
- Total energy: -5689.17040 Ha
- Spin multiplicity: 4

# 2
ORCA calculation (the ωB97M-V functional and the def2-TZVPD basis) on C37H38BrN6O5Sn as an isolated structure.

Each line ends with the Mulliken charge.
Element x y z (Å)
Sn1 -0.00654 -0.54172 -1.58116  1.4399
C1 2.34069 2.07423 0.09218  -1.4007
N1 1.54571 0.93612 0.49621  0.8159
C2 2.10853 0.03735 1.47968  -1.4960
C3 2.07043 -1.39504 1.01868  0.3992
N2 1.17729 -1.87150 0.20439  0.2991
C4 1.47166 -3.23606 0.06563  0.5795
C5 0.84670 -4.21012 -0.70769  -0.6634
C6 1.42897 -5.46235 -0.74322  -0.8667
C7 2.61006 -5.74034 -0.03558  -0.4782
C8 3.21915 -4.78756 0.75790  -0.9122
C9 2.61042 -3.53971 0.79794  0.3980
N3 2.96111 -2.34192 1.42432  -0.0305
C10 2.59181 2.08446 -1.39333  0.2882
N4 1.80430 1.51472 -2.25054  0.1412
C11 2.39411 1.73527 -3.50065  0.4538
C12 2.00166 1.29045 -4.76130  -0.5754
C13 2.79829 1.63321 -5.83635  -0.7991
C14 3.96595 2.39829 -5.66802  -0.3473
C15 4.37297 2.83235 -4.42073  -1.1012
C16 3.55957 2.47826 -3.34831  0.6186
N5 3.66604 2.69624 -1.97752  -0.0607
H1 3.30659 2.05791 0.60568  0.4084
H2 1.86334 3.01864 0.36571  0.5541
H3 0.54470 1.12756 0.58349  -0.0949
H4 1.59610 0.09924 2.44510  0.3681
H5 3.14990 0.31138 1.66696  0.3765
H6 -0.03644 -3.98623 -1.29549  0.4679
H7 1.00119 -6.23134 -1.37252  0.3956
H8 3.07793 -6.70870 -0.14943  0.3700
H9 4.15166 -4.99395 1.26513  0.3675
H10 3.76426 -2.18446 2.00578  0.2289
H11 1.11702 0.67912 -4.89131  0.3969
H12 2.52691 1.29230 -6.82664  0.4112
H13 4.56724 2.64002 -6.53514  0.3685
H14 5.28271 3.40504 -4.29395  0.3845
H15 4.40754 3.17289 -1.49717  0.1992
C17 -5.05893 -0.37854 5.02373  -1.6382
C18 -5.52872 0.47135 3.83608  1.9669
C19 -6.71741 -0.22814 3.16434  -1.7261
C20 -6.01211 1.81526 4.38022  -2.0661
C21 -4.38502 0.63071 2.83231  0.0082
C22 -3.88989 -0.48016 2.14957  -0.2678
C23 -2.85779 -0.33184 1.25364  -0.1518
Br1 -2.26368 -1.90564 0.37189  -0.2240
C24 -2.19937 0.89994 0.95259  0.5063
O1 -1.25126 0.97539 0.06632  -1.1128
C25 -2.70635 2.02298 1.67196  -0.1642
C26 -3.77007 1.84426 2.56178  -0.6468
C27 -2.20532 3.47461 1.49977  2.4624
C28 -3.29215 4.29437 0.79107  -1.7624
C29 -0.90713 3.65920 0.70478  -2.1719
C30 -1.94833 4.09641 2.88238  -1.8658
H16 -5.88585 -0.56910 5.71562  0.4330
H17 -4.26289 0.13257 5.57087  0.3577
H18 -4.66840 -1.34254 4.69059  0.3353
H19 -7.56652 -0.28442 3.85229  0.4522
H20 -6.46809 -1.24849 2.86493  0.3242
H21 -7.03247 0.31364 2.26971  0.3724
H22 -6.84519 1.64799 5.06822  0.4410
H23 -6.36228 2.47853 3.58515  0.3835
H24 -5.22736 2.33787 4.93249  0.3702
H25 -4.31432 -1.46486 2.31007  0.3779
H26 -4.14795 2.72357 3.06787  0.1281
H27 -3.49788 3.88806 -0.20184  0.3423
H28 -2.96643 5.33353 0.67623  0.4506
H29 -4.22814 4.29035 1.35493  0.3466
H30 -0.97732 3.30726 -0.32014  0.4566
H31 -0.07511 3.12827 1.17000  0.1963
H32 -0.67460 4.73068 0.70820  0.5905
H33 -2.84568 4.14559 3.50026  0.3711
H34 -1.57570 5.11867 2.76282  0.4782
H35 -1.19698 3.52203 3.43111  0.3630
O2 5.72304 -4.68751 -1.83859  -0.7570
C31 4.82305 -4.77790 -2.70487  0.4114
O3 4.53471 -5.71532 -3.47123  -0.7428
C32 3.88561 -3.56279 -2.77684  0.0534
C33 4.19746 -2.39006 -2.09100  -1.0722
C34 3.26731 -1.37577 -2.03843  0.1265
N6 2.04864 -1.48557 -2.58511  0.2966
C35 1.76805 -2.57480 -3.30302  0.2086
C36 2.67690 -3.61365 -3.45375  -0.2512
C37 0.35182 -2.63452 -3.87886  0.1750
O4 0.16911 -3.26858 -4.89879  -0.7084
O5 -0.53078 -1.97349 -3.19250  -0.6856
H36 5.14650 -2.33064 -1.57411  0.5155
H37 3.46926 -0.45375 -1.49893  0.1950
H38 2.42249 -4.48905 -4.03450  0.6143

Cartesian forces (eV/Å) of the 6 atoms listed first:
0.1 0.2 -0.4
0.1 -0.1 -0.1
0.3 0.1 0.0
0.0 0.0 -0.1
0.2 0.1 0.1
-0.3 -0.5 -0.1

Properties
- Highest occupied orbital energy: -0.1870 Eh
- Lowest unoccupied orbital energy: 0.0669 Eh
- Gap between HOMO and LUMO: 6.909 eV
- Charge: -1
- Total energy: -4926.01128 Ha

# 3
ORCA calculation (the ωB97M-V functional and the def2-TZVPD basis) on C37H38DyN3SSe as an isolated structure in a non-equilibrium geometry.

Each line ends with the Mulliken charge.
Element x y z (Å)
Dy1 0.78564 -0.12954 -1.75939  0.1572
C1 2.83930 1.44109 3.25837  -1.2067
C2 2.56211 0.34330 4.22991  1.6258
C3 3.28245 0.27952 5.41522  -0.9082
C4 2.90704 -0.63925 6.39421  -0.4136
C5 1.78949 -1.52539 6.19777  -0.8598
C6 1.10285 -1.45724 4.98658  -0.8117
C7 1.49363 -0.55340 3.98935  -0.4844
N1 0.68717 -0.45884 2.84917  0.6614
C8 1.15723 -0.56605 1.57683  -0.7315
N2 2.31268 -1.20556 1.43498  0.4593
C9 3.25522 -1.24135 0.32594  0.0892
C10 2.91452 -0.64616 -0.92428  0.3919
C11 3.86098 -0.77626 -1.91737  -0.1194
C12 5.07761 -1.49023 -1.74643  -0.9253
C13 5.35523 -2.00622 -0.50168  -0.7904
C14 4.45931 -1.81695 0.60097  0.6509
C15 4.67234 -2.56555 1.96175  -1.3626
N3 0.35464 -0.31797 0.53268  1.0011
C16 -1.07305 -0.19956 0.86333  -0.5036
C17 -1.66992 0.95289 1.22706  -0.0452
C18 -3.00440 1.00973 1.68088  -1.0232
C19 -3.71276 -0.17783 1.82056  -0.7306
C20 -3.00236 -1.38849 1.55847  -0.8355
C21 -1.69681 -1.44131 1.09673  1.5027
C22 -1.07415 -2.84371 0.90776  -1.7027
H1 3.50324 2.17693 3.64968  0.5888
H2 1.83973 1.90207 3.05031  0.2001
H3 3.33596 0.98559 2.40049  0.1700
H4 4.04258 1.00186 5.64093  0.4420
H5 3.44123 -0.53958 7.38016  0.3056
H6 1.45675 -2.08402 7.03122  0.4387
H7 0.25799 -2.05184 4.75573  0.6006
H8 -0.26835 -0.15183 2.91293  0.1295
H9 2.74281 -1.59959 2.28443  -0.1909
H10 3.67475 -0.39015 -2.92894  0.3296
H11 5.86809 -1.45928 -2.48730  0.3938
H12 6.26045 -2.59109 -0.48729  0.3627
H13 5.71938 -2.75543 2.17397  0.4271
H14 4.12651 -3.53322 1.92768  0.3774
H15 4.24735 -2.09204 2.85990  0.2188
H16 -1.25601 1.95880 1.14893  0.4311
H17 -3.50653 1.92824 1.94055  0.4731
H18 -4.78593 -0.20966 2.15331  0.3505
H19 -3.45004 -2.33424 1.78717  0.4727
H20 -1.01137 -3.25332 1.88080  0.5777
H21 -0.07859 -2.71888 0.35058  0.0144
H22 -1.70279 -3.51960 0.32990  0.4686
S1 0.52160 -2.54491 -3.14038  -0.3547
C23 -1.18806 -2.11481 -2.84888  0.0699
C24 -2.06527 -3.08746 -2.38322  -0.5096
C25 -3.33875 -2.81980 -1.93455  -0.2645
C26 -3.89698 -1.57192 -2.23359  -0.7584
C27 -3.10211 -0.67443 -2.89525  -0.5275
C28 -1.72661 -0.90382 -3.15876  -0.3896
H23 -1.66193 -4.10143 -2.16874  0.3361
H24 -3.94107 -3.55303 -1.35241  0.3827
H25 -4.92383 -1.33542 -2.06804  0.4679
H26 -3.49571 0.29302 -3.10894  0.4921
H27 -1.10283 -0.22834 -3.76028  0.6845
C29 -4.81002 3.49732 -3.29917  -1.7191
C30 -3.28986 3.36280 -3.27045  0.1848
C31 -2.61721 3.53564 -2.06039  -0.3732
C32 -1.25442 3.26727 -1.86297  1.1800
C33 -0.61883 3.73948 -0.54646  -1.6866
C34 -0.53792 2.76975 -2.97731  0.1648
Se1 1.33679 2.44678 -2.82272  -0.2438
C35 -1.18757 2.52748 -4.23872  0.5508
C36 -0.50153 1.79218 -5.32558  -1.6397
C37 -2.52721 2.89143 -4.32533  -0.5338
H28 -5.22163 2.61510 -2.85306  0.3108
H29 -5.20653 3.50154 -4.32168  0.3766
H30 -5.28343 4.34193 -2.83279  0.4170
H31 -3.23866 4.03639 -1.23931  0.1265
H32 -1.23826 4.26830 0.15478  0.3987
H33 0.26029 4.28796 -0.80030  0.5150
H34 -0.27182 2.87158 -0.02948  0.1285
H35 0.21544 2.41173 -5.83648  0.3738
H36 -1.32096 1.47572 -5.97332  0.3910
H37 0.12684 0.92807 -5.01756  0.3666
H38 -2.98513 2.82454 -5.28321  0.4149

Cartesian forces (eV/Å) of the 6 atoms listed first:
0.3 -0.3 -0.3
-1.1 -0.5 -0.3
-0.3 0.0 -0.2
-1.0 -1.2 0.4
-0.5 -0.3 0.7
1.6 2.2 -0.6

Properties
- Highest occupied orbital energy (alpha / beta): -0.2722 / -0.2715 Eh
- Lowest unoccupied orbital energy (alpha / beta): 0.0112 / 0.0114 Eh
- Gap between HOMO and LUMO (alpha / beta): 7.711 / 7.698 eV
- Charge: 0
- Total energy: -5281.68372 Ha
- Spin multiplicity: 6